{
  "formula": "C9H8N2S2",
  "method": "ωB97M-V/def2-TZVPD",
  "elements": ["C", "S", "C", "N", "C", "C", "C", "C", "C", "C", "S", "H", "H", "H", "H", "H", "H", "H", "C", "N", "H"],
  "coordinates": [[3.493713, 1.436521, -0.556905], [2.814326, -0.191099, -0.126999], [1.094415, 0.103670, 0.118398], [0.175773, -0.827902, 0.039760], [-1.076513, -0.383940, 0.269409], [-2.241973, -1.165379, 0.372270], [-3.441636, -0.512073, 0.712420], [-3.409130, 0.833269, 1.075978], [-2.323563, 1.593958, 1.081146], [-1.166960, 0.955320, 0.656698], [0.416422, 1.698184, 0.597526], [3.424625, 1.509148, -1.680347], [4.601429, 1.327378, -0.176261], [3.111409, 2.218694, 0.151042], [-2.291031, -2.140621, -0.114371], [-4.331013, -1.114481, 0.649713], [-4.471802, 1.063934, 1.431413], [-2.373771, 2.577263, 1.405241], [2.618575, -2.993158, -1.966340], [2.985604, -2.208005, -2.726425], [2.391100, -3.780680, -1.213366]],
  "atomic_forces_ev_per_a": [[1.798, -0.480, 1.021], [-0.595, -0.015, 0.467], [-1.508, 0.080, 0.103], [2.662, -0.065, -0.875], [-1.155, 0.340, 1.590], [-1.102, 0.711, -1.364], [2.564, -1.312, -0.710], [-5.419, -2.004, 0.995], [1.341, -0.611, -0.564], [1.184, 0.998, -0.031], [0.227, -0.906, -0.309], [0.074, 0.730, 1.484], [-1.926, 0.188, -1.217], [-0.042, -0.432, -1.336], [0.269, -0.035, 0.650], [-0.387, 0.272, 0.249], [1.818, 0.942, -0.422], [0.218, 1.733, 0.460], [0.343, -0.567, 0.332], [-0.474, -0.764, 0.540], [0.110, 1.196, -1.061]],
  "homo_energy_ev": -8.3,
  "homo_lumo_gap_ev": 8.78,
  "multiplicity": 1,
  "energy_ev": -34111.8407,
  "smiles": "CSc1nc2ccccc2s1.C#N",
  "largest_force_ev_per_a": 5.86,
  "de_lowest_kcal_mol": 0.0
}